The following is a DFT calculation (wB97M-V/def2-TZVPD) of a 2-piece molecular cluster, C2H8N4O2 overall.

Each line ends with the natural charge from an NBO analysis.
CARTESIAN COORDINATES (ANGSTROEM)
N 0.700 0.725 0.842  -0.8177
C 1.973 0.839 0.938  0.5917
N 2.770 0.465 1.982  -0.8279
N 2.652 1.448 -0.100  -0.8196
H 0.298 0.427 1.725  0.3521
H 2.367 -0.083 2.711  0.3980
H 3.763 0.429 1.869  0.3890
H 3.599 1.183 -0.293  0.3737
H 2.091 1.558 -0.919  0.3945
N -1.100 -0.101 -1.327  -0.9052
C -2.091 -0.875 -0.772  0.8788
O -2.229 -1.101 0.391  -0.6080
O -2.970 -1.383 -1.689  -0.6843
H -0.615 -0.470 -2.127  0.3739
H -0.447 0.242 -0.621  0.4375
H -2.776 -0.921 -2.506  0.4735

Computed properties:
Kohn-Sham gap, eV: 9.9
Structure (SMILES): N=C(N)N.NC(=O)O
Energy above the lowest of the compared OMol25 structures with the same formula, charge and spin, kcal/mol: 16.5
LUMO level, eV: 0.54



The following is a DFT calculation (wB97M-V/def2-TZVPD) of an isolated ion of composition C2H8N4P and charge +1.

Each line ends with the natural charge from an NBO analysis.
CARTESIAN COORDINATES (ANGSTROEM)
C -1.146 -0.804 -0.350  0.4623
C -2.773 0.933 -0.508  -0.4242
N -0.027 -0.354 -0.366  -0.1672
N 1.190 -0.271 -0.676  -0.1895
N 2.174 -0.318 0.493  -0.6640
N -2.380 -0.473 -0.415  -0.5772
P 3.868 0.328 -0.122  0.5104
H -2.829 1.407 0.461  0.2199
H -3.845 0.982 -1.060  0.2327
H -2.157 1.501 -1.150  0.2194
H 2.276 -1.369 0.585  0.4301
H 1.634 -0.053 1.328  0.4310
H -3.199 -1.205 -0.514  0.4532
H 4.051 1.520 0.668  0.0095
H 3.105 0.968 -1.300  0.0537

Computed properties:
Kohn-Sham gap, eV: 9.3
Energy above the lowest of the compared OMol25 structures with the same formula, charge and spin, kcal/mol: 46.5
Charge: +1
LUMO level, eV: -3.72



The following is a DFT calculation (wB97M-V/def2-TZVPD) of an isolated ion of composition C2H8N5O and charge +1.

Each line ends with the natural charge from an NBO analysis.
CARTESIAN COORDINATES (ANGSTROEM)
H -2.308 -1.227 1.381  0.4545
N -1.456 -1.524 0.921  -0.6819
C -0.318 -1.305 0.532  0.6581
N 0.637 -2.069 0.132  -0.8099
N 0.250 0.426 0.308  -0.3487
N 0.640 1.271 1.380  -0.6739
C 0.159 1.027 -0.861  0.7461
N -0.316 0.272 -1.820  -0.8070
O 0.430 2.284 -1.021  -0.6141
H 0.671 -3.108 0.482  0.4633
H 1.352 -1.700 -0.492  0.4369
H 0.801 0.606 2.099  0.3881
H -0.100 2.062 1.657  0.3814
H -1.098 -0.314 -1.566  0.4285
H -0.305 0.635 -2.839  0.4443
H 0.961 2.665 -0.294  0.5346

Computed properties:
Kohn-Sham gap, eV: 10.3
Structure (SMILES): [H]/N=C(N)\[N+](N)=C(/N)O
Energy above the lowest of the compared OMol25 structures with the same formula, charge and spin, kcal/mol: 45.3
Charge: +1
LUMO level, eV: -2.98



The following is a DFT calculation (wB97M-V/def2-TZVPD) of a 2-piece molecular cluster, C2H8N5O3 overall.

Each line ends with the natural charge from an NBO analysis.
CARTESIAN COORDINATES (ANGSTROEM)
C -0.455 0.229 -1.994  0.6191
C 0.651 -0.540 3.350  0.1416
N -0.034 -1.001 -1.834  -0.4157
N -1.372 0.448 -2.921  -0.7450
N -0.042 1.288 -1.182  -0.3341
N 0.328 -1.502 -0.699  0.6586
N 0.264 0.078 2.307  -0.5733
O -0.363 -1.215 0.231  -0.5158
O 1.229 -2.275 -0.578  -0.3331
O 0.934 1.003 -0.218  -0.5820
H 0.819 -1.536 3.239  0.2156
H 0.517 -0.114 4.372  0.2284
H -0.530 2.123 -0.885  0.4103
H -2.047 -0.283 -3.151  0.4379
H -1.685 1.364 -3.142  0.4088
H 0.132 -0.414 1.379  0.4502
H -0.131 1.021 2.192  0.4305
H 1.785 1.327 -0.465  0.4980

Computed properties:
Kohn-Sham gap, eV: 8.9
Energy above the lowest of the compared OMol25 structures with the same formula, charge and spin, kcal/mol: 33.6
Charge: +1
LUMO level, eV: -4.54



The following is a DFT calculation (wB97M-V/def2-TZVPD) of a 2-piece molecular cluster, C2H8NO overall.

Each line ends with the natural charge from an NBO analysis.
CARTESIAN COORDINATES (ANGSTROEM)
O 1.353 1.854 1.516  -1.3661
H 1.491 1.514 2.422  0.3878
C -0.126 0.342 -1.423  -0.4286
N -0.804 0.138 -0.095  -0.6859
C -0.547 -1.211 0.432  -0.4043
H -0.659 0.887 -2.220  0.1700
H 0.222 -0.640 -1.739  0.1705
H 0.818 0.944 -1.300  0.2134
H -0.559 0.856 0.641  0.4374
H 0.632 -1.512 0.280  0.1414
H -0.710 -1.189 1.575  0.2024
H -1.110 -1.982 -0.090  0.1619

Computed properties:
Kohn-Sham gap, eV: 6.7
Energy above the lowest of the compared OMol25 structures with the same formula, charge and spin, kcal/mol: 28.9
Charge: -1
LUMO level, eV: 4.30



The following is a DFT calculation (wB97M-V/def2-TZVPD) of a 2-piece molecular cluster, C2H8NO overall.

Each line ends with the natural charge from an NBO analysis.
CARTESIAN COORDINATES (ANGSTROEM)
N 0.316 2.022 0.124  -0.9190
C -0.260 0.970 1.035  0.1250
O -1.183 0.196 0.443  -0.9468
H 0.025 1.710 -0.802  0.3451
H -0.205 2.894 0.222  0.3159
H 0.639 0.348 1.289  0.0574
H -0.569 1.489 1.974  0.0651
C 0.265 -1.920 -0.873  -0.8951
H 1.324 -2.000 -1.131  0.1731
H -0.361 -2.286 -1.685  0.1812
H -0.056 -0.881 -0.598  0.3018
H 0.064 -2.543 0.003  0.1963

Computed properties:
Kohn-Sham gap, eV: 7.1
Energy above the lowest of the compared OMol25 structures with the same formula, charge and spin, kcal/mol: 8.8
Charge: -1
LUMO level, eV: 4.73